# C18H37NO2RuSbSe3

C18H37NO2RuSbSe3 as an isolated structure in a non-equilibrium geometry (the ωB97M-V functional and the def2-TZVPD basis, the Open Molecules 2025 dataset).

- Multiplicity: 5
- Expectation value of S²: 6.037
- Total charge: +1
- HOMO-LUMO gap (spin up / spin down): 6.63 / 6.30 eV
- HOMO level (spin up / spin down): -11.035 / -11.862 eV
- Strongest force on any atom: 1.57 eV/Å

Last column: Mulliken spin population.
Positions of all 63 atoms, in Å:
1 Ru 0.5269 0.4415 -1.5386  2.406
2 O 0.1045 -5.2332 -1.7789  0.002
3 C -0.0528 -4.7089 -3.0741  0.021
4 C 0.0522 -3.1653 -3.0017  0.011
5 C -0.0962 -2.5907 -4.4266  0.012
6 O -1.2920 -2.9779 -5.0390  0.002
7 C 1.4293 -2.8764 -2.4070  0.054
8 Se 2.0822 -1.0262 -2.4804  0.468
9 C -1.1095 -2.6967 -2.1216  0.053
10 Se -1.4217 -0.7595 -1.9175  0.550
11 H 0.0041 -6.1912 -1.8035  0.000
12 H -1.0278 -4.9853 -3.4954  -0.001
13 H 0.7328 -5.0887 -3.7437  -0.002
14 H 0.7766 -2.8639 -5.0294  -0.003
15 H -0.1357 -1.4923 -4.3618  -0.028
16 H -1.1654 -3.7722 -5.5669  0.001
17 H 2.1936 -3.4434 -2.9446  0.009
18 H 1.4496 -3.1893 -1.3593  -0.006
19 H -1.0153 -3.1258 -1.1213  -0.013
20 H -2.0409 -3.0404 -2.5795  0.015
21 C 0.1151 -0.4966 3.5311  0.006
22 C 0.0008 -0.6910 2.0302  0.014
23 C 1.1834 -1.4779 1.4795  0.026
24 C -1.2981 -1.4041 1.6908  -0.035
25 Sb 0.0276 1.2760 0.8656  0.009
26 C -1.9599 2.3723 1.3190  0.019
27 C -2.9401 1.9031 0.2603  0.036
28 C -2.4501 2.0087 2.7027  -0.008
29 C -1.6746 3.8546 1.2023  0.007
30 C 1.9990 2.3822 1.3717  -0.020
31 C 2.2740 2.3394 2.8621  -0.006
32 C 1.8683 3.8130 0.8865  -0.003
33 C 3.0972 1.6615 0.6015  0.011
34 H 0.0454 -1.4651 4.0235  -0.001
35 H -0.6896 0.1195 3.9186  -0.001
36 H 1.0618 -0.0509 3.8170  0.002
37 H 1.1098 -2.5280 1.7601  0.002
38 H 2.1278 -1.0903 1.8575  -0.001
39 H 1.2019 -1.4262 0.3801  0.004
40 H -1.2594 -2.4349 2.0457  0.002
41 H -1.4672 -1.4278 0.6105  0.037
42 H -2.1527 -0.9235 2.1599  -0.004
43 H -3.0541 0.8163 0.2676  -0.005
44 H -2.6332 2.2219 -0.7374  -0.007
45 H -3.9181 2.3409 0.4619  0.002
46 H -2.6632 0.9474 2.7883  0.002
47 H -3.3829 2.5395 2.8922  0.001
48 H -1.7453 2.2963 3.4773  0.002
49 H -1.2697 4.1042 0.2220  -0.002
50 H -0.9832 4.1797 1.9771  0.001
51 H -2.6006 4.4138 1.3296  0.001
52 H 1.4174 2.6711 3.4421  -0.002
53 H 3.1029 3.0079 3.0916  0.001
54 H 2.5621 1.3439 3.1882  -0.001
55 H 1.1651 4.3788 1.4901  -0.001
56 H 1.5545 3.8613 -0.1588  0.010
57 H 2.8354 4.3098 0.9551  -0.001
58 H 3.1824 0.6116 0.8856  -0.001
59 H 4.0563 2.1383 0.8070  0.002
60 H 2.9380 1.7172 -0.4825  0.000
61 Se 1.2629 2.4402 -2.6549  0.308
62 C -0.4740 2.9064 -2.4933  -0.030
63 N -1.5700 3.2278 -2.3331  0.073